# 1
23
Properties=species:S:1:pos:R:3:forces:R:3 method="wB97M-V/def2-TZVPD" orbital_gap_ev=9.243 de_lowest_kcal_mol=44.0
C 0.17611 -2.86963 -0.75444 -0.740 -0.999 -1.294
N -0.25591 -1.56526 -1.26298 1.742 0.983 -0.400
C 0.09667 -1.32601 -2.67048 -0.050 -0.291 -0.637
C 0.40611 -0.53006 -0.43784 -2.230 -0.825 1.645
C 0.07932 0.93973 -0.71909 1.135 -0.445 1.408
O 0.10840 1.66660 0.51310 1.324 0.807 -0.505
H -0.69077 -3.37634 -0.32898 0.208 0.053 0.671
H 0.42938 -3.53638 -1.59438 0.057 0.286 0.090
H 1.05437 -2.88566 -0.10850 -0.137 0.312 0.275
H 0.84766 -0.53905 -2.81759 -0.002 -0.152 0.180
H -0.76562 -1.04587 -3.26493 -0.389 0.326 0.092
H 0.45378 -2.21744 -3.19190 0.225 -0.106 0.309
H 1.47360 -0.70571 -0.26922 0.196 0.104 -0.416
H -0.07083 -0.72440 0.54825 0.500 0.193 -0.127
H -0.88373 1.09172 -1.17878 -0.075 -0.074 -0.705
H 0.97735 1.31831 -1.20487 -0.656 0.519 -0.799
H -0.53351 1.38489 1.14346 -1.212 -0.622 0.236
H 1.20551 2.61806 2.56122 -0.009 -0.365 -0.964
H 2.78072 2.31842 2.43187 -0.537 -0.173 -0.557
O 2.06706 2.67884 2.95645 0.574 0.539 1.445
H -3.24236 0.97600 2.11526 0.908 -0.677 -0.479
H -2.13238 -0.16667 1.93552 -0.731 0.649 -0.088
O -2.55567 0.60839 1.51282 -0.101 -0.044 0.616

# 2
27
Properties=species:S:1:pos:R:3:forces:R:3 method="wB97M-V/def2-TZVPD" orbital_gap_ev=10.182 de_lowest_kcal_mol=22.6
O 0.01377 -0.08987 2.58477 -0.061 -0.171 -0.145
C 1.03016 -0.22429 1.93707 -1.432 0.663 0.947
O 2.03193 -0.83620 2.60268 0.661 -0.235 -0.681
C 1.05803 0.34183 0.54393 1.750 0.666 -0.779
C 1.16158 -0.70305 -0.58640 0.462 -0.588 -0.422
C 0.09557 -0.39110 -1.62656 -0.791 -0.375 -0.029
N -1.17354 -0.84381 -1.41071 1.074 -0.420 0.230
O 0.32327 0.31538 -2.59358 0.646 0.182 -0.510
H 2.85821 -0.98253 2.11690 -0.353 0.301 -0.243
H 1.90149 1.06496 0.35618 -0.736 -0.738 0.787
H 0.17268 0.97353 0.40484 0.111 -0.482 0.397
H 1.03426 -1.71547 -0.20759 -0.230 0.063 0.035
H 2.16918 -0.68756 -1.06622 -0.902 0.214 0.156
H -1.89858 -0.55390 -2.04162 0.059 0.050 -0.118
H -1.43965 -1.29880 -0.55175 0.111 -0.029 -0.060
H 1.96692 2.88044 -1.19169 0.287 0.292 0.255
H 0.61554 2.78255 -0.63615 -0.397 0.270 0.372
O 1.49758 3.09044 -0.37011 0.004 -0.166 -0.891
H -2.07445 0.52085 1.55718 0.516 -0.163 -0.769
H -3.42051 0.24657 1.03162 0.549 -0.006 -0.804
O -2.49828 0.31143 0.69547 -1.139 0.210 1.810
H -0.19542 -3.78311 0.64074 -0.104 0.057 -0.225
H -0.73039 -2.85773 1.70441 -0.069 0.240 -0.394
O -0.64220 -2.93279 0.73803 0.060 -0.349 0.797
H -0.79656 1.79793 -2.17395 -0.107 -0.187 0.022
H -1.80549 1.42770 -1.06143 0.100 0.104 0.173
O -1.25511 2.14660 -1.39607 -0.068 0.597 0.088

# 3
35
Properties=species:S:1:pos:R:3:forces:R:3 method="wB97M-V/def2-TZVPD" orbital_gap_ev="8.581 / 6.512" de_lowest_kcal_mol=0.0 spin_multiplicity=2
Ag 1.04404 0.53070 -0.59943 0.865 0.085 -0.577
Cl 3.37222 -0.43565 -1.01638 -0.499 0.371 0.206
Cl 1.23064 2.85396 -1.51550 -0.055 -0.856 0.303
C -2.44143 0.77420 0.04306 -1.111 0.372 -0.725
O -1.24111 0.67470 0.04012 0.333 -0.197 0.233
N -3.30849 -0.28494 -0.15866 0.402 0.160 0.240
N -3.06596 1.99120 0.12997 0.471 0.044 0.214
H -2.93062 -1.14083 -0.52244 0.048 -0.073 0.188
H -4.29887 -0.13909 -0.11995 -0.035 -0.150 -0.163
H -2.43607 2.77432 0.17330 -0.118 0.088 0.132
H -4.04996 2.13203 0.25100 -0.009 -0.063 -0.052
C 0.73085 -2.55030 0.91626 0.162 0.446 -0.494
O 0.50685 -1.64497 0.12399 -0.550 0.199 -0.090
N 1.99037 -2.91115 1.21943 0.859 -0.406 0.417
N -0.29826 -3.23312 1.49666 0.387 -0.157 -0.099
H 2.74027 -2.47996 0.69701 -0.206 0.337 -0.182
H 2.23595 -3.75891 1.69821 -0.301 -0.037 0.049
H -1.20704 -2.88327 1.26062 -0.114 -0.060 0.297
H -0.13123 -3.81458 2.29567 -0.282 -0.023 0.045
C 2.13328 1.32072 2.63329 0.946 0.325 0.730
O 1.45022 1.18392 1.64608 -0.556 -0.118 0.032
N 3.45517 1.66015 2.61069 -0.492 0.034 -0.221
N 1.65713 1.15783 3.91240 -0.271 -0.292 -0.173
H 3.88489 1.72543 1.70459 0.231 -0.071 0.033
H 3.97833 1.61028 3.46404 0.332 -0.010 -0.279
H 2.15211 1.56439 4.68489 -0.199 0.016 0.049
H 0.66744 1.00954 3.97688 -0.060 0.108 0.179
C -0.74354 0.08533 -3.46527 0.818 0.960 -0.361
O -0.14999 -0.35357 -2.49319 -0.754 -0.666 -0.132
N -2.08841 0.30008 -3.51825 -0.110 -0.359 0.505
N -0.05474 0.50248 -4.56286 -0.217 -0.275 -0.138
H -2.56904 0.63851 -4.32825 0.019 -0.034 -0.028
H -2.60492 -0.00137 -2.71334 -0.183 0.130 -0.018
H 0.90850 0.22611 -4.61582 0.076 0.217 -0.009
H -0.51857 0.91585 -5.34882 0.170 -0.047 -0.110

# 4
26
Properties=species:S:1:pos:R:3:forces:R:3 method="wB97M-V/def2-TZVPD" orbital_gap_ev=6.311 charge=-1 de_lowest_kcal_mol=17.1
Cs -2.19051 -0.35911 -0.84950 -0.723 0.793 -0.218
B -4.00021 1.56272 1.21895 0.323 0.200 0.529
H -3.33259 1.44451 2.17604 0.635 -0.353 1.361
H -3.27056 2.01189 0.44462 0.881 0.846 -1.415
H -4.33994 0.52259 0.84554 -0.675 -1.798 -0.553
H -4.91504 2.24880 1.44046 -1.030 0.806 0.161
B -2.98723 1.86407 -3.30939 -0.235 0.166 -0.143
H -2.30692 2.35153 -2.51330 1.026 0.957 1.227
H -4.04337 1.68437 -2.87798 -1.565 -0.257 0.848
H -3.11131 2.50480 -4.27623 0.158 0.694 -1.197
H -2.53919 0.81993 -3.50838 0.906 -1.965 -0.763
C 3.51852 -0.49361 0.15766 0.111 -1.071 0.155
C 2.78883 -1.77506 -0.33658 -0.444 0.437 -0.373
C 2.10409 -2.39218 0.86421 0.457 -0.096 0.361
S 1.28075 -1.01050 1.63401 0.152 0.058 0.742
O 1.25365 -1.17473 3.07205 -0.131 0.029 -0.602
O 0.05272 -0.71238 0.92985 0.736 -0.115 0.106
C 2.62824 0.15522 1.22354 -0.242 0.123 0.911
H 3.77754 0.12965 -0.69221 -0.079 0.235 0.114
H 4.43783 -0.84077 0.63432 0.113 0.336 0.001
H 3.40505 -2.55582 -0.78051 0.328 0.435 -0.240
H 2.07688 -1.39899 -1.07646 -0.226 -0.565 -0.051
H 2.88071 -2.71022 1.56798 -0.073 0.157 0.137
H 1.48553 -3.27376 0.71459 -0.422 0.342 -0.245
H 3.12546 0.23820 2.19146 0.211 -0.222 -0.100
H 2.22105 1.15885 1.10525 -0.193 -0.172 -0.755

# 5
28
Properties=species:S:1:pos:R:3:forces:R:3 method="wB97M-V/def2-TZVPD" orbital_gap_ev=7.707
Mg -2.40569 -3.71289 -1.82665 0.274 1.188 0.673
Cl -1.22696 -2.30161 -0.44774 -1.038 -0.104 -0.611
B -1.62871 -5.63619 -2.33775 0.819 -1.624 -0.289
H -1.20725 -4.83365 -1.65325 1.904 0.536 1.301
H -1.74649 -6.59133 -1.70078 -0.379 -0.877 0.701
H -2.67069 -5.34920 -2.74691 -2.387 0.751 -0.872
H -0.93007 -5.83074 -3.23475 0.661 0.121 -0.976
O 2.14247 3.86270 -0.73634 -0.790 -0.424 0.330
S 0.77668 3.65911 -0.33779 0.148 0.869 0.167
O -0.22913 3.33120 -1.31771 0.438 0.198 0.631
O 0.78690 2.53751 0.80565 0.308 0.428 -0.389
C -0.45992 2.16882 1.40395 -1.477 -0.651 -0.437
C -0.61128 0.64993 1.42260 0.818 0.415 0.517
C 0.23170 5.12733 0.62061 -0.200 -1.459 -1.309
H -1.32939 2.48181 0.81606 0.418 0.526 -0.330
H -0.57093 2.66619 2.36605 0.361 -0.211 0.221
H 0.08247 0.21278 2.14213 -0.098 -0.187 -0.020
H -0.37104 0.25584 0.43883 -0.108 0.031 -0.056
H -1.63420 0.38054 1.67722 0.006 -0.022 0.059
H 0.95254 5.30760 1.40720 -0.073 0.087 0.085
H -0.76950 4.83809 0.93369 0.058 0.284 0.445
H 0.13870 5.92280 -0.11358 0.213 0.148 0.116
C 2.37937 -1.30997 0.30126 0.356 0.397 1.249
O 1.73405 -2.44599 0.86130 0.153 -0.269 -0.423
H 3.36149 -1.51473 -0.13324 -0.318 -0.641 -0.327
H 1.75961 -0.77153 -0.41346 0.015 0.048 0.005
H 2.64978 -0.68256 1.16449 -0.316 0.465 -0.384
H 0.79549 -2.42185 0.63889 0.236 -0.023 -0.077

# 6
32
Properties=species:S:1:pos:R:3:forces:R:3 method="wB97M-V/def2-TZVPD" orbital_gap_ev="3.611 / 4.078" charge=+1 de_lowest_kcal_mol=111.9 spin_multiplicity=4
V 3.01816 -1.56738 -2.26210 -1.405 1.539 1.966
Br 1.62691 -0.15558 -0.40411 1.438 -1.601 -1.973
C 3.68773 0.12321 2.74911 0.669 1.467 -0.013
O 4.36963 0.29507 1.51295 0.706 -0.430 -0.415
H 4.43358 -0.27426 3.43597 -0.402 -0.866 -0.099
H 3.53348 1.11484 3.19231 -0.588 -0.023 -0.186
H 2.74018 -0.39904 2.63749 0.127 -0.321 0.319
H 3.79848 0.36867 0.74663 -0.428 0.195 0.454
C -2.43670 -0.08667 -1.64841 0.031 -0.877 -1.201
O -2.34699 -0.17130 -0.44547 -0.020 0.583 0.232
N -3.61008 0.12237 -2.37392 0.422 0.017 1.403
N -1.35978 -0.26841 -2.48382 0.213 -0.186 0.275
H -4.09456 0.90576 -1.96275 -0.640 -0.181 -0.467
H -3.52855 0.04171 -3.37091 -0.227 0.589 -0.069
H -0.48910 -0.48405 -2.03472 -0.031 -0.141 -0.132
H -1.50455 -0.48524 -3.45209 0.224 0.171 -0.055
C -0.52196 3.13652 -2.07901 -1.343 0.500 -0.647
O 0.16567 2.71108 -2.99429 0.447 -0.187 0.474
N -0.42424 2.76389 -0.76927 0.975 -0.453 -0.878
N -1.56884 3.99892 -2.28502 0.386 -0.197 0.558
H -0.96112 3.15560 -0.02169 0.052 -0.167 0.115
H 0.21204 1.99539 -0.67616 -0.122 0.068 0.742
H -2.18406 4.10298 -1.50002 -0.391 0.464 -0.400
H -1.78097 4.35569 -3.19593 -0.030 -0.015 -0.012
C -0.57315 -3.45692 2.42602 -0.220 -0.691 0.571
O -1.60627 -4.08739 2.37551 -0.103 0.351 0.024
N 0.32123 -3.55683 3.46668 0.367 0.311 -0.217
N -0.15579 -2.60309 1.44181 0.446 0.251 -0.781
H 1.26196 -3.23762 3.33020 0.009 0.053 0.283
H 0.09939 -4.03243 4.31997 -0.191 -0.262 -0.193
H -0.82123 -2.23654 0.78103 -0.199 -0.137 0.127
H 0.69948 -2.08897 1.54403 -0.170 0.176 0.192

# 7
26
Properties=species:S:1:pos:R:3:forces:R:3 method="wB97M-V/def2-TZVPD" orbital_gap_ev="4.214 / 8.685" de_lowest_kcal_mol=16.4 spin_multiplicity=4
Ti -20.27322 -7.64305 -11.66301 -0.024 -0.166 0.018
Cl -20.82056 -10.26665 -12.01764 0.171 0.962 0.282
C -22.56596 -6.67206 -14.45850 -0.886 0.588 -0.015
O -22.40631 -7.10341 -13.14296 0.589 -0.414 1.523
H -23.13702 -5.74432 -14.49446 0.231 0.508 0.083
H -21.55541 -6.48090 -14.81952 -0.350 -0.391 -0.594
H -23.23826 -7.36132 -14.96940 0.803 -0.393 -0.728
H -23.25461 -7.32945 -12.75451 0.005 -0.072 0.016
C -20.56242 -7.00012 -8.35111 1.046 -1.210 -0.486
O -21.19969 -7.60961 -9.50287 -0.167 0.849 0.330
H -20.23308 -5.97545 -8.52340 -0.696 0.054 -0.277
H -21.11027 -7.13502 -7.41850 -0.308 0.210 -0.252
H -19.63877 -7.57316 -8.26993 0.202 0.093 0.491
H -21.92479 -8.16385 -9.20513 -0.045 -0.166 -0.079
C -17.19291 -7.56863 -9.88129 0.622 0.486 -0.352
O -18.26031 -8.28248 -10.46008 -0.889 0.034 -0.005
H -16.29795 -7.78627 -10.46420 0.303 -0.041 0.243
H -17.37352 -6.49829 -9.98049 -0.288 -0.031 -0.098
H -17.00893 -7.74148 -8.82092 -0.194 -0.398 -0.012
H -18.40733 -9.14001 -10.05435 0.096 -0.184 -0.003
C -17.94677 -7.32587 -13.60810 0.576 -0.824 -1.849
O -18.52288 -6.46004 -12.68481 -0.142 0.340 0.669
H -17.61729 -6.75078 -14.47343 0.085 0.021 -0.194
H -17.08270 -7.89396 -13.26347 -0.094 -0.023 0.454
H -18.68410 -8.02478 -14.00302 -0.145 -0.133 0.287
H -17.93498 -5.70129 -12.66853 -0.501 0.297 0.548

# 8
24
Properties=species:S:1:pos:R:3:forces:R:3 method="wB97M-V/def2-TZVPD" orbital_gap_ev=9.377 de_lowest_kcal_mol=33.5
C 1.08190 1.27020 1.70885 1.798 -0.319 1.570
N 0.86680 0.25363 0.70288 0.080 0.830 -0.801
C 1.32123 0.64288 -0.63703 1.019 -1.137 -1.763
C 0.50437 0.09145 -1.83255 -0.152 -1.170 0.179
C -0.93776 -0.39720 -1.50324 1.121 0.758 -1.488
N -1.96445 0.60208 -1.31315 -0.612 -0.401 0.662
H 1.62585 0.70916 2.50522 -0.760 0.841 0.294
H 1.82608 2.03215 1.44066 -0.237 -0.255 -0.523
H 0.21970 1.83197 2.09126 -0.089 -0.521 -0.160
H -0.08073 -0.07334 0.80866 -0.237 0.202 -0.656
H 2.30695 0.13995 -0.87148 -0.515 0.744 0.885
H 1.52126 1.71129 -0.83032 -0.479 -0.156 0.821
H 0.96776 -0.84995 -2.22269 -0.068 0.551 0.599
H 0.61984 0.74000 -2.72697 -0.658 0.043 0.672
H -0.87325 -1.08279 -0.64799 -0.122 -0.037 -0.366
H -1.13834 -0.94825 -2.42212 -0.552 -0.589 0.251
H -2.37479 0.53395 -0.38643 0.221 0.654 -0.358
H -1.72626 1.54512 -1.56101 0.198 0.111 0.116
H 1.62311 -2.84688 1.71943 0.027 -0.184 -0.153
H 1.35717 -1.64112 0.84853 0.144 0.007 -0.164
O 1.52429 -2.60440 0.79129 -0.100 0.241 0.322
H -2.42835 -0.96750 0.82605 -0.549 -0.089 0.332
H -3.37513 -0.23681 1.86825 -0.097 -0.240 -0.320
O -2.46724 -0.45560 1.64390 0.618 0.118 0.052

# 9
24
Properties=species:S:1:pos:R:3:forces:R:3 method="wB97M-V/def2-TZVPD" orbital_gap_ev="11.220 / 6.349" charge=+1 de_lowest_kcal_mol=32.7 spin_multiplicity=2
C 2.16705 1.24460 0.49196 0.113 -0.431 -0.278
C 1.16579 2.33197 0.79680 -0.200 1.817 1.164
C -0.32495 2.07959 0.48503 1.117 -0.565 0.137
N -0.65830 0.82823 1.12239 -0.343 -0.968 -1.262
C -1.38997 -0.24785 0.50887 0.790 -1.187 -0.984
N -1.00300 -0.52705 -0.87368 0.419 1.467 1.175
H 2.05285 0.32416 1.07079 -0.164 0.049 0.028
H 3.17467 1.59634 0.69492 0.013 0.134 0.108
H 2.16535 0.96634 -0.56288 -0.133 0.045 -0.046
H 1.19909 2.66991 1.84187 0.153 -0.633 0.190
H 1.48826 3.27961 0.35478 -0.291 -0.224 -0.619
H -0.44254 2.04465 -0.59443 -0.530 -0.215 -0.013
H -1.02714 2.80672 0.90900 0.285 0.354 -0.051
H -0.11265 0.52079 1.91799 -0.061 0.506 0.536
H -1.11326 -1.19501 0.96135 -0.440 0.155 0.976
H -2.46546 -0.06059 0.65016 -0.111 0.166 0.092
H -1.52511 -1.27903 -1.28964 -0.476 0.448 -0.274
H -0.77665 0.31252 -1.38000 -0.582 -0.372 -0.848
H 0.56387 -1.54785 -1.42694 0.400 0.353 -0.031
H 1.87534 -0.84417 -1.83057 -0.125 -0.297 -0.046
O 1.38768 -1.67328 -1.92347 0.064 -0.093 0.031
H -0.85205 -3.24446 -0.86833 -0.422 -0.083 -0.317
H -1.01083 -3.57214 0.53277 -0.577 -0.112 0.310
O -1.52268 -3.14861 -0.17268 1.100 -0.312 0.021

# 10
24
Properties=species:S:1:pos:R:3:forces:R:3 method="wB97M-V/def2-TZVPD" orbital_gap_ev=11.698 charge=+2 de_lowest_kcal_mol=58.5
C 0.05135 -0.97002 0.64326 -0.306 -1.293 -0.642
C -0.98227 -0.41463 -0.37179 1.361 -0.972 -0.482
C -1.04938 1.01807 -0.06063 0.170 2.069 -2.944
C -1.62779 1.56211 0.94189 -1.847 1.120 5.507
N -0.60704 2.02967 -1.08782 0.455 -1.709 -0.532
N -0.44419 -2.08421 1.56095 -0.924 -0.927 4.590
H 0.86427 -1.32733 0.01158 0.014 -0.808 0.558
H 0.56306 -0.25997 1.30217 -0.778 0.123 -0.079
H -0.74896 -0.78199 -1.43474 0.192 1.204 1.415
H -1.97514 -0.78409 -0.28861 -0.850 -0.604 0.704
H -1.93842 2.61123 1.24788 1.030 -1.013 -1.284
H -1.84288 0.96607 1.88014 -0.161 0.116 -1.489
H -1.29446 2.03904 -1.84020 -0.093 0.572 -0.182
H 0.29380 1.76199 -1.55070 -0.213 0.617 0.179
H -0.48701 2.93297 -0.63503 -0.114 0.196 -0.291
H 0.49061 -2.45426 2.06529 -2.224 0.388 -1.518
H -1.21401 -1.84294 2.42798 2.833 0.152 -2.959
H -0.94353 -2.96315 1.26282 1.060 1.081 -0.895
H 2.61649 -3.24693 1.91442 -0.764 -0.737 -1.718
H 1.98059 -3.80634 0.48564 0.936 -0.846 -0.489
O 1.85730 -3.29443 1.26751 0.338 1.394 2.458
H 2.29521 2.28089 -3.34969 -0.562 -0.321 0.653
H 1.86639 3.56788 -2.77375 -0.417 -0.518 0.510
O 1.70285 2.60887 -2.63669 0.864 0.716 -1.068